(1)
# C3H14NO2

A 3-piece molecular cluster, C3H14NO2 overall at a distorted geometry (ωB97M-V with the def2-TZVPD basis set, the OMol25 dataset).

Last column: natural (NBO) charge in e.
Element x y z (Å)
C (0.570799, -0.745167, -0.781138)  -0.198
C (-0.693206, -1.597363, -0.640910)  -0.430
C (-0.987401, -2.167232, -1.972962)  -0.631
N (0.854738, 0.091564, 0.500860)  -0.747
H (1.474384, -1.392618, -1.092458)  0.235
H (0.532628, 0.041810, -1.524889)  0.228
H (-1.530271, -0.935458, -0.359501)  0.208
H (-0.691513, -2.153624, 0.341465)  0.221
H (-1.807449, -1.531351, -2.461225)  0.238
H (-0.086110, -2.365674, -2.535177)  0.224
H (-1.603030, -3.024646, -1.856224)  0.245
H (-0.036455, 0.404254, 1.027372)  0.475
H (1.232253, -0.530369, 1.234213)  0.421
H (1.446668, 0.962101, 0.640702)  0.473
H (1.620050, 4.365609, 0.885773)  0.495
H (2.878032, 3.475181, 1.096966)  0.485
O (1.919127, 3.434862, 0.796143)  -0.976
H (-1.337837, 1.543807, 2.832263)  0.489
H (-2.302509, 0.890231, 1.867149)  0.494
O (-1.452900, 1.234082, 2.001580)  -0.950

Cartesian forces, eV/Å:
C 1.565 0.489 0.010
C -0.057 2.282 2.661
C -2.301 0.266 -0.653
N -0.535 -0.125 3.024
H -1.182 1.087 1.079
H -0.531 -0.191 -0.459
H 0.232 0.291 -0.363
H 0.642 -0.630 -1.458
H 1.948 -0.305 0.019
H -0.191 -0.071 -0.533
H 0.070 -1.446 0.046
H 0.520 -0.254 -1.227
H 0.092 -0.041 -0.485
H -0.456 -0.916 -1.561
H 0.159 -0.861 -0.126
H -1.770 -0.005 -0.594
O 1.625 0.586 0.732
H 0.187 1.491 4.157
H -1.949 -0.570 0.084
O 1.933 -1.078 -4.355

Results
Total charge: +1
Gap between HOMO and LUMO, eV: 11.948
LUMO, eV: -3.0
HOMO level, hartree: -0.551
Relative energy (zero: lowest compared OMol25 entry of this formula, charge and spin), kcal per mole: 37.7
E, Eh: -327.66243

***

(2)
# C5H10N2O2

One molecule with the formula C5H10N2O2 at a distorted geometry (ωB97M-V with the def2-TZVPD basis set, the OMol25 dataset).

Last column: natural (NBO) charge in e.
Element x y z (Å)
H (1.513058, -1.390298, 1.463881)  0.361
N (1.289763, -0.478881, 1.843570)  -0.732
C (0.330095, 0.138303, 1.281101)  0.579
O (-0.009428, 1.342370, 1.769576)  -0.688
C (-0.313332, -0.205866, -0.040727)  -0.230
C (-0.823830, -1.645856, -0.041918)  -0.589
C (-1.416100, 0.766652, -0.446365)  -0.601
C (0.969618, -0.135602, -0.988615)  0.705
N (1.380183, 1.118626, -1.288288)  -0.827
O (1.479927, -1.126555, -1.451842)  -0.609
H (0.507179, 1.475847, 2.578766)  0.501
H (-1.221520, -1.885469, -1.026334)  0.222
H (-1.603704, -1.772019, 0.704947)  0.211
H (-0.021487, -2.349489, 0.162368)  0.230
H (-2.304299, 0.581159, 0.154673)  0.224
H (-1.131254, 1.803495, -0.290156)  0.216
H (-1.665704, 0.618415, -1.495130)  0.218
H (0.900338, 1.929278, -0.948939)  0.401
H (2.140497, 1.215889, -1.940570)  0.408

Cartesian forces, eV/Å:
H -0.112 0.067 -0.343
N -0.711 0.172 0.438
C 1.379 -0.445 0.410
O -0.465 0.408 0.124
C 0.938 -0.237 -0.281
C 0.153 0.104 -0.073
C 0.157 -0.042 -0.082
C -1.499 0.181 -0.258
N 0.132 -0.078 -0.038
O 0.249 -0.218 0.111
H 0.071 -0.108 -0.085
H -0.055 -0.040 -0.014
H -0.103 0.031 0.047
H 0.010 -0.011 -0.004
H -0.054 0.010 0.015
H -0.040 0.054 -0.046
H -0.071 -0.007 -0.056
H 0.024 0.083 0.038
H 0.000 0.074 0.096

Results
Total charge: 0
Gap between HOMO and LUMO, eV: 10.455
LUMO, eV: 0.7
HOMO level, hartree: -0.359
Relative energy (zero: lowest compared OMol25 entry of this formula, charge and spin), kcal per mole: 9.3
SMILES string: [H]/N=C(/O)C(C)(C)C(N)=O
E, Eh: -456.53933

***

(3)
# C9H40BO9

A 10-piece molecular cluster, C9H40BO9 overall at a distorted geometry (ωB97M-V with the def2-TZVPD basis set, the OMol25 dataset).

Last column: natural (NBO) charge in e.
Element x y z (Å)
B (-0.371465, 0.300845, 0.413427)  -0.798
H (0.496438, -0.401401, 0.726175)  -0.019
H (-0.918267, -0.148282, -0.496606)  -0.036
H (-1.071865, 0.393571, 1.323439)  -0.009
H (0.051095, 1.320444, 0.095353)  -0.035
C (3.008044, -2.009733, 2.282212)  -0.246
O (3.188301, -2.869101, 1.164013)  -0.764
H (2.006067, -1.584052, 2.318314)  0.180
H (3.213357, -2.642049, 3.146583)  0.165
H (3.738520, -1.193912, 2.302952)  0.151
H (2.819482, -2.445887, 0.368584)  0.495
C (-1.682058, -3.251220, -0.674731)  -0.246
O (-2.342504, -2.022330, -0.793637)  -0.772
H (-0.716123, -3.143806, -0.176075)  0.183
H (-2.280073, -3.945120, -0.069600)  0.157
H (-1.576776, -3.795556, -1.619074)  0.149
H (-1.821472, -1.273270, -0.442777)  0.508
C (-0.924134, -0.459885, 4.192365)  -0.245
O (-0.864957, -1.339925, 3.093600)  -0.765
H (-0.688104, -1.043924, 5.083837)  0.166
H (-0.179792, 0.337987, 4.117389)  0.170
H (-1.910347, -0.008099, 4.337859)  0.150
H (-0.696454, -0.826416, 2.279473)  0.509
C (2.273120, -1.470730, -2.389249)  -0.239
O (2.016551, -1.483423, -1.014776)  -0.773
H (2.784330, -0.558869, -2.718729)  0.162
H (2.982948, -2.275787, -2.590642)  0.175
H (1.417298, -1.624237, -3.052968)  0.162
H (1.313933, -0.882690, -0.716884)  0.521
C (-1.622022, -1.972524, -3.900400)  -0.251
O (-0.849353, -1.758152, -5.084351)  -0.737
H (-2.554499, -1.414499, -3.982722)  0.186
H (-1.982686, -3.005639, -3.900610)  0.158
H (-1.080151, -1.670371, -3.008649)  0.184
H (-0.137353, -2.400940, -5.103315)  0.457
C (0.400057, 4.424779, 1.289052)  -0.248
O (1.058809, 3.962880, 2.449124)  -0.771
H (-0.481362, 3.824412, 1.030141)  0.170
H (0.024595, 5.422857, 1.516372)  0.166
H (1.056066, 4.395666, 0.414076)  0.154
H (1.378773, 3.043498, 2.299924)  0.497
C (-0.542199, 1.703313, -3.062331)  -0.239
O (-0.163805, 2.528949, -1.986657)  -0.763
H (0.006922, 0.753117, -3.037662)  0.151
H (-1.600974, 1.421654, -2.996653)  0.161
H (-0.368933, 2.222679, -4.002296)  0.171
H (-0.251957, 2.028450, -1.150492)  0.499
C (2.985047, 1.924807, 0.589889)  -0.255
O (2.079092, 1.553921, 1.615017)  -0.789
H (3.224793, 1.043983, -0.010144)  0.174
H (2.634537, 2.744412, -0.043058)  0.169
H (3.893818, 2.298912, 1.063980)  0.176
H (1.349009, 1.039019, 1.196228)  0.531
C (-3.904708, 0.975762, 1.452466)  -0.252
O (-3.161068, 1.665914, 0.446754)  -0.751
H (-4.250775, 0.011705, 1.075894)  0.169
H (-3.251073, 0.898665, 2.326133)  0.167
H (-4.761339, 1.583727, 1.743848)  0.166
H (-2.392343, 1.095875, 0.270607)  0.495

Cartesian forces, eV/Å:
B 0.054 -0.311 -0.038
H 1.084 -0.958 0.327
H -0.533 -0.358 -1.278
H -0.895 0.431 0.980
H 0.496 1.323 -0.034
C 0.397 -0.354 -0.226
O -0.030 0.112 -0.235
H -0.093 -0.070 0.170
H -0.287 0.176 0.193
H -0.030 0.079 -0.132
H 0.060 0.015 0.260
C -0.035 -0.520 0.761
O -0.542 0.238 -0.358
H 0.113 -0.090 -0.190
H -0.003 0.194 0.227
H 0.234 0.493 -0.270
H -0.040 -0.710 -0.137
C 0.308 -0.075 0.083
O 0.026 -0.068 -0.216
H -0.041 0.026 0.044
H -0.038 0.069 -0.018
H -0.076 0.012 -0.130
H -0.179 -0.222 0.492
C 0.678 0.106 -0.633
O -0.156 -0.159 0.323
H -0.173 0.164 0.118
H -0.099 -0.103 0.088
H -0.284 0.023 0.327
H -0.015 -0.017 -0.298
C -0.426 -0.300 -0.722
O -0.106 0.269 -0.099
H 0.302 0.462 -0.009
H 0.379 -0.133 0.534
H -0.138 -0.216 0.169
H 0.016 -0.023 0.081
C -0.324 -0.480 0.122
O 0.160 -0.288 0.226
H 0.043 -0.106 0.101
H 0.264 0.134 -0.257
H -0.003 0.382 -0.039
H -0.208 0.491 -0.111
C -0.319 -0.614 0.535
O 0.112 0.321 0.077
H 0.154 0.089 -0.279
H -0.041 0.156 -0.128
H 0.111 0.023 0.035
H -0.027 0.227 -0.613
C 0.275 -0.073 0.177
O -0.239 -0.154 -0.118
H 0.119 0.138 -0.187
H -0.338 -0.164 -0.097
H 0.031 -0.196 0.086
H 0.535 0.436 0.361
C 0.616 0.598 -0.218
O -0.386 -0.264 -0.120
H 0.033 -0.141 0.282
H -0.262 -0.514 0.167
H -0.021 0.060 -0.190
H -0.210 0.430 0.034

Results
Total charge: -1
Gap between HOMO and LUMO, eV: 9.596
LUMO, eV: 2.7
HOMO level, hartree: -0.255
Relative energy (zero: lowest compared OMol25 entry of this formula, charge and spin), kcal per mole: 0.0
E, Eh: -1068.78293

***

(4)
# C42H51N15O6

A 15-piece molecular cluster, C42H51N15O6 overall at a distorted geometry (ωB97M-V with the def2-TZVPD basis set, the OMol25 dataset).

Last column: Löwdin spin population.
Element x y z (Å)
C (3.067832, 3.592468, -0.884308)  0.000
C (3.292803, 4.706157, 0.025534)  0.000
N (3.520615, 5.631799, 0.741009)  0.000
H (2.154350, 3.652286, -1.475974)  0.000
H (3.006201, 2.694250, -0.269890)  0.000
H (3.959165, 3.280508, -1.428646)  0.000
C (0.668778, -3.043154, 3.731767)  0.002
C (1.443760, -1.862764, 3.392385)  0.001
N (2.063122, -0.927566, 3.225971)  0.001
H (1.108681, -3.589354, 4.566179)  0.000
H (0.646212, -3.708861, 2.868973)  0.002
H (-0.314448, -2.702306, 4.056099)  0.000
C (-0.290514, -5.748581, -3.579276)  0.001
C (-0.798848, -4.734391, -2.719380)  0.000
N (-1.217930, -3.890505, -2.032693)  0.000
H (-0.665054, -6.604057, -3.017169)  0.000
H (0.794092, -5.856893, -3.582705)  0.001
H (-0.761017, -5.740155, -4.562455)  0.000
C (-2.338618, 1.701116, -3.865060)  0.000
C (-2.848103, 0.347059, -3.666848)  0.000
N (-3.232277, -0.739044, -3.543090)  0.000
H (-3.143742, 2.406636, -4.070272)  0.000
H (-1.556352, 1.732028, -4.623481)  0.000
H (-1.919650, 1.970149, -2.895419)  0.000
C (-4.107070, -2.881603, -1.277474)  0.000
C (-5.570975, -2.709481, -1.422072)  0.000
N (-6.709080, -2.629167, -1.571194)  0.000
H (-3.731556, -1.984518, -0.785194)  0.000
H (-3.858866, -3.025787, -2.329001)  0.000
H (-3.847803, -3.802975, -0.755973)  0.000
C (2.190868, 6.435538, 3.769058)  0.000
C (1.970352, 5.064825, 3.338960)  0.000
N (1.765087, 3.963853, 3.103797)  0.000
H (1.567539, 7.102748, 3.173763)  0.000
H (3.235757, 6.742474, 3.723105)  0.000
H (1.946698, 6.612550, 4.816501)  0.000
C (-1.625483, 5.607799, 2.220999)  0.000
C (-2.045495, 5.712749, 3.631152)  0.000
N (-2.439147, 5.799829, 4.733059)  0.000
H (-2.274143, 4.903311, 1.700386)  0.000
H (-0.583410, 5.295249, 2.153936)  0.000
H (-1.611230, 6.565442, 1.700592)  0.000
C (1.825742, -2.182686, -4.395193)  0.002
C (0.805109, -1.284168, -4.975254)  0.000
N (-0.019293, -0.576109, -5.413087)  0.000
H (2.840920, -1.901829, -4.675599)  0.000
H (1.647089, -3.195827, -4.755380)  0.000
H (1.719633, -2.250366, -3.312485)  0.001
C (-5.490431, 3.253553, -1.077758)  0.000
C (-6.797138, 3.344734, -0.431705)  0.000
N (-7.851503, 3.390246, 0.026919)  0.000
H (-5.243492, 2.195671, -1.167308)  0.000
H (-4.707378, 3.685909, -0.454868)  0.000
H (-5.578347, 3.945113, -1.915683)  0.000
C (-3.209920, -1.403898, 2.723445)  0.000
C (-2.877249, -2.789630, 2.260652)  0.000
N (-2.622584, -3.865212, 1.972242)  0.000
H (-2.390054, -0.932887, 3.265726)  0.000
H (-3.998829, -1.424325, 3.475317)  0.000
H (-3.436934, -0.760864, 1.873115)  0.000
C (0.857926, 1.171588, 5.013129)  0.000
C (-0.488377, 0.662822, 5.211017)  0.000
N (-1.576670, 0.257207, 5.352083)  0.000
H (0.966774, 2.056312, 5.640445)  0.000
H (1.088469, 1.524120, 4.007801)  0.000
H (1.485933, 0.350449, 5.358716)  0.000
C (-4.418154, 2.757224, 3.391806)  0.000
C (-5.548936, 1.853173, 3.732955)  0.000
N (-6.416238, 1.122009, 4.019158)  0.000
H (-4.572886, 3.454539, 2.568453)  0.000
H (-3.619265, 2.089384, 3.069505)  0.000
H (-4.061060, 3.202575, 4.320373)  0.000
C (5.545861, -1.045630, -4.416083)  0.001
C (5.090850, -0.400670, -5.537017)  0.000
C (4.057107, 0.563878, -5.443742)  0.001
C (3.550123, 0.840999, -4.140412)  0.000
C (3.993445, 0.170270, -3.019585)  0.001
C (5.028225, -0.773381, -3.194390)  0.001
N (2.466951, 1.866589, -3.990217)  0.000
O (2.414055, 2.749653, -4.831693)  0.000
O (1.780836, 1.880218, -2.954549)  0.000
H (6.313763, -1.794430, -4.542666)  0.000
H (5.523162, -0.631681, -6.499370)  0.000
H (3.825629, 1.234389, -6.258127)  0.000
H (3.591387, 0.386543, -2.040823)  0.000
H (5.350580, -1.334477, -2.329713)  0.001
C (0.680850, -0.762002, -0.675426)  0.001
C (-0.666550, -0.588909, -0.879256)  0.000
C (-1.420577, 0.265791, -0.097081)  0.000
C (-0.734543, 1.048570, 0.871116)  0.000
C (0.614969, 0.972187, 1.083887)  0.000
C (1.304886, 0.054244, 0.267224)  0.001
N (-1.418920, 2.157223, 1.537846)  0.000
O (-2.267653, 2.785953, 0.915384)  0.000
O (-1.009286, 2.433587, 2.633672)  0.000
H (1.172644, -1.432096, -1.365008)  0.000
H (-1.161473, -1.140780, -1.664686)  0.000
H (-2.435977, 0.560540, -0.317282)  0.000
H (1.150458, 1.606978, 1.774325)  0.000
H (2.355210, -0.114429, 0.453681)  0.001
C (1.376910, -5.771679, 1.893629)  0.095
C (1.051252, -5.293664, 0.623339)  0.000
C (1.868870, -4.382292, -0.005634)  0.061
C (3.079043, -4.035287, 0.534039)  0.042
C (3.492273, -4.571231, 1.807130)  0.076
C (2.638792, -5.494300, 2.449035)  0.001
N (3.971463, -3.114939, -0.090378)  0.271
O (3.450279, -2.360058, -0.942579)  0.177
O (5.177278, -3.181972, 0.140265)  0.240
H (0.777747, -6.427906, 2.507443)  0.006
H (0.171828, -5.596387, 0.074354)  -0.002
H (1.565701, -3.996000, -0.967545)  0.007
H (4.456063, -4.433829, 2.274690)  0.008
H (3.002530, -5.988072, 3.338009)  -0.002

Cartesian forces, eV/Å:
C 0.201 -1.092 0.805
C 1.146 3.922 2.380
N -1.018 -3.732 -2.858
H 0.345 0.215 -0.054
H -0.653 -0.068 0.375
H 0.005 0.874 -0.576
C -0.136 0.070 -0.032
C -0.608 -1.523 0.732
N 1.029 1.516 -0.501
H 0.225 0.137 -0.084
H -0.352 0.039 0.080
H -0.168 -0.221 -0.255
C -0.274 -1.440 0.372
C -0.674 3.378 1.454
N 0.771 -1.628 -1.204
H 0.123 -0.791 -0.518
H -0.087 0.415 -0.154
H 0.248 0.106 0.052
C 0.008 -0.092 0.717
C -0.475 -1.275 -0.469
N 0.385 1.324 -0.014
H 0.011 -0.158 -0.198
H -0.131 -0.106 0.028
H 0.289 0.288 -0.062
C -1.510 -0.208 -0.637
C -0.104 -0.443 0.615
N 0.253 0.112 -0.007
H 0.503 -0.253 -0.378
H 0.994 0.518 0.215
H -0.140 0.264 0.255
C 0.128 0.667 0.202
C 0.166 0.225 0.727
N -0.096 -0.359 -0.286
H 0.205 0.056 -0.068
H -0.013 -0.222 -0.600
H -0.426 -0.483 0.012
C 0.299 0.225 0.207
C -0.912 0.375 2.055
N 1.081 -0.242 -2.745
H 0.215 0.031 0.045
H -0.103 -0.514 0.195
H -0.504 0.186 0.276
C -0.541 -0.239 -0.195
C -1.385 1.346 -0.632
N 1.988 -1.583 1.001
H -0.156 0.175 0.099
H -0.029 0.007 -0.196
H 0.176 0.309 0.032
C -0.216 0.641 0.950
C -0.433 -0.113 0.513
N 0.396 0.080 -0.150
H 0.012 0.198 -0.928
H -0.115 0.005 0.305
H 0.398 -0.837 -0.679
C 0.408 -0.601 -0.001
C -0.315 1.853 0.853
N 0.129 -0.661 -0.302
H 0.387 -0.286 -0.184
H -0.332 -0.112 -0.415
H -0.288 -0.160 0.068
C -0.075 0.213 0.703
C -2.691 -0.556 -0.382
N 2.303 0.741 -0.241
H 0.134 -0.106 0.263
H -0.231 -0.561 0.009
H 0.513 0.419 -0.278
C 0.068 -1.319 0.410
C -1.625 -0.793 0.174
N 1.982 1.608 -0.632
H -0.453 0.022 0.376
H 0.125 0.049 0.009
H -0.094 0.399 -0.229
C 0.513 -0.601 -0.647
C -1.531 1.471 -0.783
C 1.061 0.049 1.428
C -0.270 -0.391 -1.142
C 0.598 -0.275 -0.387
C -1.020 0.379 1.744
N 0.169 0.971 1.120
O -0.146 -0.722 0.089
O 0.877 -0.616 -1.491
H 0.109 -0.072 0.194
H -0.021 0.104 -0.126
H -0.389 -0.313 -0.140
H -0.103 -0.189 0.018
H -0.021 0.020 0.203
C 0.067 1.064 0.148
C -1.518 -0.232 -0.006
C 1.004 1.628 0.597
C -0.935 -0.344 -1.115
C 0.663 -1.100 -1.053
C 0.458 -0.638 0.479
N 0.464 -0.456 -0.751
O -0.307 -0.211 0.147
O -0.359 0.602 0.849
H 0.637 -0.039 0.551
H -0.101 -0.133 -0.040
H -0.224 -0.410 -0.008
H -0.120 -0.011 0.075
H 0.211 0.138 -0.081
C 0.720 -0.823 0.462
C -0.153 0.045 0.554
C -0.807 -0.230 -0.782
C 2.911 1.057 1.892
C -1.193 -1.631 -0.135
C 0.439 1.537 -1.512
N -3.013 -2.282 1.164
O -0.506 1.686 -1.994
O 2.426 0.277 0.468
H -0.543 -0.203 -0.481
H -0.357 -0.041 0.371
H 0.153 0.148 -0.046
H 0.130 0.501 -0.523
H -0.259 0.055 0.266

Results
Total charge: -1
Gap between HOMO and LUMO (alpha / beta), eV: 3.536 / 7.062
LUMO (alpha / beta), eV: 1.0 / 1.0
HOMO level (alpha / beta), hartree: -0.094 / -0.223
Multiplicity: 2
E, Eh: -2903.44643